# 1
Entry from OMol25: a cluster of 2 separate species, C18H34FN5O in total (the ωB97M-V functional and the def2-TZVPD basis).

Properties
Strongest force on any atom = 0.90 eV Å⁻¹
Total charge = 0
Orbital gap = 2.59 eV

Atoms and positions in Å:
C 0.87 1.43 2.73
C 2.23 0.77 2.60
F 3.05 1.65 1.88
C 2.20 -0.53 1.85
C 1.56 -0.54 0.62
C 1.49 -1.68 -0.13
N 2.07 -2.82 0.30
C 2.70 -2.85 1.49
C 2.78 -1.74 2.30
C 3.47 -1.86 3.63
C 2.85 -2.95 4.60
N 2.83 -2.39 5.96
N 3.68 -4.15 4.65
N 1.52 -3.32 4.20
H 0.60 1.96 1.82
H 0.10 0.73 3.05
H 0.95 2.19 3.51
H 2.67 0.70 3.59
H 1.06 0.34 0.22
H 0.97 -1.72 -1.08
H 2.01 -3.65 -0.28
H 3.13 -3.78 1.81
H 3.44 -0.92 4.16
H 4.52 -2.10 3.49
H 3.13 -3.09 6.63
H 3.38 -1.55 6.05
H 3.87 -4.52 3.72
H 4.58 -3.91 5.05
H 0.83 -2.69 4.60
H 1.32 -4.28 4.44
C -4.74 1.30 -2.68
C -3.37 0.75 -3.11
C -3.03 1.27 -4.51
C -2.67 2.76 -4.58
C -2.05 3.28 -3.28
C -1.40 2.20 -2.40
N -2.40 1.19 -2.09
O -1.93 0.21 -1.29
C -0.99 2.88 -1.10
C -0.13 1.66 -3.09
C -3.49 -0.76 -3.22
H -5.01 0.92 -1.70
H -5.53 1.01 -3.39
H -4.73 2.39 -2.62
H -2.20 0.70 -4.92
H -3.87 1.07 -5.19
H -1.99 2.92 -5.42
H -3.56 3.35 -4.82
H -1.31 4.06 -3.52
H -2.82 3.79 -2.69
H -1.87 3.23 -0.55
H -0.35 3.75 -1.30
H -0.43 2.20 -0.45
H 0.58 2.47 -3.27
H -0.34 1.18 -4.04
H 0.36 0.92 -2.45
H -4.26 -1.01 -3.96
H -3.79 -1.22 -2.28
H -2.55 -1.22 -3.54

***

# 2
Entry from OMol25: a cluster of 4 separate species, C18H34IO7PS in total at a distorted geometry (the ωB97M-V functional and the def2-TZVPD basis).

Properties
Energy relative to the best compared isomer or geometry (same formula, charge and spin) = 0.00 kcal per mole
Strongest force on any atom = 1.43 eV Å⁻¹
Total charge = 0
Orbital gap = 8.70 eV

Atoms and positions in Å:
C -1.01 3.29 -0.44
C -1.26 2.37 -1.63
C -2.39 2.61 -2.39
C -2.69 1.82 -3.48
C -1.83 0.80 -3.79
C -0.70 0.55 -3.05
C -0.38 1.33 -1.94
C 0.82 1.13 -1.02
C 1.90 0.13 -1.47
C 1.42 -1.35 -1.47
O 2.29 -2.26 -2.21
S 2.13 -2.07 -3.83
O 2.37 -3.35 -4.43
O 3.43 -1.12 -4.27
C 3.78 -0.25 -3.18
P 5.13 0.88 -3.87
O 6.11 -0.12 -4.74
I 6.34 1.49 -1.81
C 2.57 0.61 -2.77
H -0.47 4.16 -0.83
H -0.41 2.81 0.33
H -1.96 3.65 -0.04
H -3.07 3.41 -2.11
H -3.58 1.99 -4.08
H -2.09 0.18 -4.65
H -0.06 -0.26 -3.35
H 0.44 0.93 0.00
H 1.32 2.11 -0.96
H 2.70 0.18 -0.71
H 1.49 -1.69 -0.43
H 0.38 -1.50 -1.77
H 4.23 -0.78 -2.33
H 5.51 -0.69 -5.27
H 1.89 0.74 -3.62
H 2.97 1.62 -2.55
C -0.67 -4.15 2.17
C 0.13 -3.67 0.97
O 0.83 -2.47 1.27
H -1.39 -3.39 2.48
H -1.22 -5.07 1.94
H -0.01 -4.34 3.02
H -0.53 -3.47 0.13
H 0.85 -4.44 0.66
H 1.42 -2.65 2.01
C -5.27 -2.17 4.40
C -3.91 -2.62 3.89
O -4.04 -3.70 2.97
H -5.78 -3.00 4.89
H -5.16 -1.35 5.11
H -5.90 -1.84 3.57
H -3.29 -2.98 4.71
H -3.39 -1.80 3.39
H -4.58 -3.40 2.23
C 0.18 4.35 4.34
C 0.35 3.08 3.54
O 1.41 3.21 2.60
H -0.03 5.19 3.68
H -0.63 4.26 5.06
H 1.10 4.60 4.88
H -0.56 2.85 2.99
H 0.58 2.23 4.20
H 2.22 3.41 3.09

***

# 3
Entry from OMol25: a structure of composition C18H34N5O3P2RbSSe4 (the ωB97M-V functional and the def2-TZVPD basis).

Properties
Energy relative to the best compared isomer or geometry (same formula, charge and spin) = 15.97 kcal per mole
Strongest force on any atom = 0.87 eV Å⁻¹
Total charge = -2
Orbital gap = 4.39 eV

Atoms and positions in Å:
Rb 0.15 -0.51 0.90
N -0.20 3.76 4.63
C -0.20 2.54 3.95
S 1.19 2.16 3.01
N -1.31 1.86 4.20
N -1.53 0.77 3.42
C -2.43 0.01 3.88
C -2.91 -1.20 3.16
C -4.01 -1.89 3.65
C -4.44 -3.04 3.00
C -3.75 -3.49 1.88
C -2.67 -2.73 1.45
N -2.26 -1.61 2.06
H 0.71 4.10 4.83
H -0.87 3.79 5.39
H -2.90 0.24 4.83
H -4.53 -1.52 4.52
H -5.30 -3.59 3.37
H -4.01 -4.39 1.35
H -2.10 -3.06 0.57
Se -1.35 -4.68 -1.52
Se 0.31 -3.06 -1.50
Se 2.16 -4.03 -2.63
Se 4.12 -3.56 -1.43
C 3.24 -4.45 1.99
C 2.18 -3.46 2.20
N 1.29 -2.74 2.33
H 4.04 -4.31 2.72
H 3.63 -4.33 0.97
H 2.84 -5.45 2.08
C -1.60 2.03 -3.70
O -2.45 1.24 -2.87
P -1.95 0.88 -1.35
O -2.34 2.31 -0.67
C -2.01 2.56 0.72
O -3.24 0.01 -0.92
C -3.38 -1.31 -1.50
H -2.14 2.22 -4.62
H -0.67 1.51 -3.93
H -1.36 2.99 -3.22
H -2.22 3.61 0.91
H -0.96 2.37 0.95
H -2.62 1.95 1.38
H -4.01 -1.89 -0.83
H -2.43 -1.83 -1.61
H -3.85 -1.23 -2.48
C 2.27 0.58 -4.48
C 1.66 -0.08 -3.24
P 1.94 0.76 -1.62
C 3.75 0.48 -1.46
C 4.37 1.10 -0.20
C 1.86 2.55 -2.11
C 1.75 3.49 -0.90
H 2.08 -0.05 -5.36
H 3.35 0.69 -4.39
H 1.84 1.56 -4.68
H 2.08 -1.08 -3.12
H 0.59 -0.22 -3.36
H 4.27 0.83 -2.35
H 3.86 -0.61 -1.43
H 4.46 2.19 -0.27
H 5.38 0.70 -0.03
H 3.78 0.88 0.69
H 0.97 2.66 -2.74
H 2.73 2.80 -2.73
H 0.95 3.18 -0.23
H 1.55 4.52 -1.22
H 2.67 3.50 -0.31

***

# 4
Entry from OMol25: a structure of composition C18H34N5O6P2SSeSr (the ωB97M-V functional and the def2-TZVPD basis).

Properties
Energy relative to the best compared isomer or geometry (same formula, charge and spin) = 11.73 kcal per mole
Strongest force on any atom = 0.65 eV Å⁻¹
Total charge = +1
Orbital gap = 8.67 eV

Atoms and positions in Å:
Sr -1.42 -1.56 0.23
N -4.77 -5.16 -0.09
C -3.75 -4.04 -0.12
C -3.45 -3.69 -1.61
P -2.21 -4.85 0.59
O -2.42 -4.80 2.18
O -2.32 -6.23 0.06
O -1.09 -3.90 0.26
P -4.58 -2.72 0.85
O -5.66 -2.25 -0.26
O -5.26 -3.36 1.99
O -3.57 -1.62 1.00
H -4.27 -6.05 -0.24
H -5.52 -5.05 -0.77
H -5.19 -5.16 0.86
H -2.37 -3.61 -1.78
H -3.96 -2.78 -1.94
H -3.78 -4.53 -2.20
H -2.41 -5.68 2.57
H -6.52 -2.03 0.13
C -0.42 4.83 -2.19
C 1.08 4.63 -1.95
C 1.54 5.08 -0.57
C 1.12 4.13 0.56
N 1.83 2.86 0.47
C 1.33 1.68 0.04
Se -0.44 1.42 -0.48
N 2.34 0.78 0.04
C 2.29 -0.62 -0.36
C 2.81 -0.85 -1.78
C 1.87 -0.37 -2.88
C 0.65 -1.26 -3.05
C 3.50 1.39 0.49
C 4.78 0.89 0.69
C 5.72 1.77 1.19
C 5.39 3.10 1.47
C 4.12 3.60 1.27
C 3.18 2.71 0.77
H -0.70 4.49 -3.18
H -0.68 5.88 -2.10
H -1.02 4.27 -1.47
H 1.64 5.19 -2.70
H 1.34 3.58 -2.10
H 1.13 6.07 -0.34
H 2.63 5.19 -0.56
H 0.06 3.91 0.51
H 1.33 4.56 1.54
H 1.26 -0.96 -0.24
H 2.89 -1.17 0.36
H 2.99 -1.92 -1.90
H 3.78 -0.36 -1.87
H 2.42 -0.34 -3.82
H 1.55 0.66 -2.68
H 0.93 -2.26 -3.37
H -0.06 -0.85 -3.77
H 0.10 -1.36 -2.10
H 5.04 -0.14 0.48
H 6.73 1.43 1.36
H 6.16 3.76 1.86
H 3.87 4.62 1.50
N -1.68 -0.77 4.58
C -1.13 -0.33 3.45
N -1.55 0.84 2.96
S 0.09 -1.25 2.69
H -2.40 -0.27 5.07
H -1.40 -1.68 4.92
H -2.35 1.32 3.35
H -1.15 1.19 2.11